1.
C38H54BBrN13O2Pt as an isolated structure, computed with the ωB97M-V functional and the def2-TZVPD basis.

As for the multiplicity: 5. Its total energy is -137706.53452 eV. The expectation value of S² is 6.027. As for the charge: +1. The LUMO energy (alpha / beta) comes out at -2.293 / -5.261 eV. The value obtained for the HOMO-LUMO gap (alpha / beta) is 8.76 / 5.82 eV. The calculation puts the relative energy (zero: lowest compared OMol25 entry of this formula, charge and spin) at 211.7 kJ/mol.

Atoms and positions in Å:
Pt -0.12491 0.53378 -0.42980
C 1.81696 3.15156 -1.73129
C 2.18159 2.14666 -2.81968
C 3.49654 1.41020 -2.54690
C 1.08082 1.19136 -3.19865
C 0.80809 0.83792 -4.51632
C -0.25068 -0.04287 -4.49232
C -0.91147 -0.58919 -5.72605
C -1.30588 -2.06527 -5.70115
C -2.08140 0.31814 -6.12176
N -0.61002 -0.22252 -3.20306
N 0.21897 0.53086 -2.41890
B -1.77428 -1.02373 -2.54386
N -1.18431 -2.04021 -1.53190
N -0.06995 -1.64788 -0.85349
C 0.34674 -2.67583 -0.09936
C -0.48813 -3.75785 -0.33813
C -1.44007 -3.33105 -1.24326
C -2.58758 -4.15222 -1.74774
C -3.91244 -3.52450 -1.33088
C -2.53114 -4.46123 -3.24253
C 1.52942 -2.66767 0.81880
C 2.18634 -4.04641 0.87646
C 1.11684 -2.22172 2.22478
N -2.68151 0.01104 -1.80480
N -2.06906 0.91112 -0.97298
C -2.98232 1.82007 -0.60406
C -4.17771 1.51229 -1.22633
C -3.97064 0.36847 -1.97463
C -5.11353 -0.22753 -2.77492
C -4.86506 -1.21608 -3.90560
C -6.17091 -0.77981 -1.80626
C -2.81028 3.05133 0.24025
C -1.51935 3.81947 -0.01437
C -3.10749 2.76771 1.71175
H 2.64279 3.84944 -1.59596
H 1.64134 2.67624 -0.76815
H 0.92950 3.72377 -2.00172
H 2.33557 2.72048 -3.73931
H 3.40920 0.72781 -1.70904
H 4.28245 2.13227 -2.32757
H 3.80055 0.83537 -3.42065
H 1.31844 1.19718 -5.39154
H -0.14210 -0.47320 -6.49596
H -2.32211 -2.20165 -5.33688
H -0.63884 -2.66254 -5.08023
H -1.27007 -2.46638 -6.71324
H -2.79702 0.40700 -5.30500
H -2.60034 -0.08389 -6.99170
H -1.73620 1.32234 -6.36448
H -2.41353 -1.55836 -3.37016
H -0.39983 -4.74642 0.07562
H -2.48258 -5.10751 -1.22094
H -3.94172 -2.47740 -1.62156
H -4.05162 -3.56218 -0.24981
H -4.75315 -4.03506 -1.80224
H -2.73959 -3.58125 -3.84630
H -3.27658 -5.21764 -3.48729
H -1.55335 -4.84511 -3.53224
H 2.25530 -1.96389 0.41436
H 1.56040 -4.75903 1.41570
H 3.13546 -3.97583 1.40665
H 2.38080 -4.44588 -0.11892
H 0.40669 -2.93290 2.65274
H 0.64548 -1.23678 2.21892
H 1.98495 -2.17948 2.88179
H -5.09350 2.07086 -1.15247
H -5.56161 0.65921 -3.23849
H -4.57364 -2.20172 -3.54918
H -4.11746 -0.87383 -4.61370
H -5.80158 -1.33330 -4.45147
H -5.80590 -1.65013 -1.26567
H -7.05645 -1.07826 -2.36563
H -6.46932 -0.03219 -1.07384
H -3.62530 3.69791 -0.10065
H -0.62535 3.26882 0.27803
H -1.53027 4.75541 0.54549
H -1.42230 4.06787 -1.07125
H -2.42380 2.03782 2.14506
H -4.11371 2.36753 1.83111
H -3.07132 3.70545 2.27184
Br -0.35897 -5.74800 3.79277
C -2.43813 -3.71349 2.13536
C -2.91875 -4.97691 2.35770
C -3.84425 -5.11052 3.39772
C -4.25813 -4.00553 4.13005
C -3.74975 -2.74840 3.85954
C -2.79269 -2.59503 2.84110
C -2.18852 -1.24878 2.60482
O -1.99611 -0.35834 3.38618
O -1.90886 -1.21648 1.29738
H -2.61322 -5.82962 1.76861
H -4.24366 -6.08860 3.63171
H -4.97727 -4.13413 4.92693
H -4.05012 -1.88199 4.43380
N 1.82282 0.38726 0.00030
C 2.60705 0.49222 0.87448
N 3.51690 0.71211 1.70247
C 4.00825 -0.17154 2.54885
N 4.47558 -0.88458 3.32466
N 1.09466 3.06339 5.43829
C 0.29325 2.72795 4.42783
N -0.92856 3.26844 4.34948
N 0.78299 1.85975 3.55050
C 0.15594 1.50555 2.49072
N -0.30008 1.11878 1.49323
H 0.81115 3.69100 6.16833
H 2.00349 2.63272 5.48052
H -1.28498 3.87860 5.06396
H -1.55512 2.98127 3.61581

2.
C52H51AsBiIN6O3S as an isolated structure, computed with the ωB97M-V functional and the def2-TZVPD basis.

As for the multiplicity: 2. Its total energy is -155441.79508 eV. The expectation value of S² is 0.770. As for the charge: +1. The LUMO energy (alpha / beta) comes out at -2.990 / -2.990 eV. The value obtained for the HOMO-LUMO gap (alpha / beta) is 4.88 / 6.37 eV. The calculation puts the relative energy (zero: lowest compared OMol25 entry of this formula, charge and spin) at 119.5 kJ/mol.

Atoms and positions in Å:
Bi 0.64716 0.94515 1.04279
C -2.91923 -3.47627 5.97361
C -2.34678 -2.81507 4.74400
C -2.74196 -3.16132 3.47123
C -2.15927 -2.57172 2.34560
C -2.64447 -2.97999 1.04506
N -1.95386 -3.49839 0.10669
C -0.62326 -4.13136 0.22160
C 0.54264 -3.45321 -0.48279
C 1.80175 -4.31723 -0.29395
N 2.12580 -4.51907 1.11894
C 2.38305 -3.38714 1.88446
C 3.35639 -2.40237 1.49146
C 4.60299 -2.73413 0.96212
C 5.60274 -1.78109 0.73691
C 6.97083 -2.18550 0.23802
C 5.32414 -0.47202 1.06576
C 4.04638 -0.07990 1.49678
C 3.82231 1.28673 1.89427
N 2.67691 1.85639 1.99767
C 2.58394 3.09669 2.76538
C 2.00821 2.78222 4.15185
C 0.52270 2.42018 4.15427
N 0.20284 1.15894 3.48381
C -0.26094 0.20404 4.17656
C -0.91657 -1.04904 3.75881
C -1.44551 -1.75758 4.83591
C -1.21578 -1.48535 2.41791
O -0.81895 -0.95586 1.32541
C 3.02295 -1.03164 1.66246
O 1.77233 -0.72990 1.95953
H -3.28020 -4.48061 5.75215
H -3.75925 -2.90278 6.37219
H -2.17088 -3.55309 6.76264
H -3.48713 -3.94179 3.33423
H -3.70357 -2.86532 0.80966
H -2.44340 -3.64192 -0.77033
H -0.75985 -5.13686 -0.18102
H -0.41541 -4.20458 1.28574
H 0.70281 -2.47166 -0.03144
H 0.35278 -3.31407 -1.55202
H 2.62831 -3.81376 -0.79202
H 1.67930 -5.30142 -0.75068
H 1.54659 -5.20374 1.57190
H 1.81317 -3.23827 2.79413
H 4.81714 -3.78481 0.78299
H 6.95610 -3.19494 -0.17312
H 7.70303 -2.16856 1.04804
H 7.32708 -1.50678 -0.53879
H 6.09534 0.28703 0.95632
H 4.70966 1.85653 2.19090
H 1.93205 3.79728 2.24104
H 3.56973 3.55721 2.87265
H 2.13908 3.65443 4.79567
H 2.58092 1.95905 4.58641
H -0.03398 3.20112 3.62609
H 0.15524 2.40119 5.18404
H -0.29760 0.34903 5.26224
H -1.16628 -1.42364 5.83218
S 2.33660 0.84794 -1.02877
C 1.97832 -0.40789 -2.22440
C 3.05317 -1.18774 -2.66713
C 2.89340 -2.09091 -3.70630
C 1.65818 -2.21415 -4.33121
C 0.58416 -1.45797 -3.88595
C 0.72017 -0.57068 -2.81895
As -0.76244 0.46489 -2.06174
C -0.60218 2.10098 -3.12845
C 0.46488 2.34188 -3.98744
C 0.50806 3.51100 -4.73836
C -0.51047 4.45022 -4.63749
C -1.56574 4.22949 -3.76169
C -1.60316 3.06408 -3.00709
C -2.20224 -0.42311 -3.07304
C -3.06042 0.15978 -3.99276
C -4.02969 -0.60544 -4.63783
C -4.15265 -1.96121 -4.37732
C -3.29332 -2.55954 -3.46116
C -2.33642 -1.78891 -2.81929
H 4.01562 -1.05699 -2.18498
H 3.73576 -2.68499 -4.04004
H 1.52681 -2.89299 -5.16482
H -0.36583 -1.56313 -4.39139
H 1.26885 1.62088 -4.07161
H 1.34034 3.68576 -5.40926
H -0.48282 5.35026 -5.23956
H -2.35798 4.96250 -3.66860
H -2.42353 2.89865 -2.31451
H -2.97865 1.21221 -4.23261
H -4.68180 -0.13527 -5.36379
H -4.89114 -2.55575 -4.90068
H -3.36007 -3.62794 -3.27714
H -1.61412 -2.24692 -2.15409
I -2.09684 6.93755 1.02657
C -0.68161 5.75766 0.04806
C -0.14005 6.14570 -1.16758
C 0.77042 5.29832 -1.77380
C 1.09704 4.10217 -1.15199
N 0.56980 3.72793 0.01769
C -0.30436 4.55037 0.60850
H -0.42573 7.08143 -1.63092
H 1.21062 5.54964 -2.72981
H 1.79653 3.40652 -1.60116
H -0.74291 4.20839 1.53905
O -1.91948 2.08746 1.67173
N -2.98762 1.91364 0.95385
C -3.40362 2.87095 0.09518
C -4.53421 2.69403 -0.67432
C -5.26176 1.51850 -0.58302
C -4.81742 0.54548 0.29900
C -3.68360 0.75791 1.05265
H -2.78958 3.75955 0.07155
H -4.83567 3.49114 -1.34039
H -6.15420 1.36863 -1.17594
H -5.35744 -0.38465 0.41830
H -3.27819 0.05321 1.76228

3.
A 2-piece molecular cluster, C10H16O overall, computed with the ωB97M-V functional and the def2-TZVPD basis.

Its total energy is -12674.05337 eV. As for the SMILES: Cc1ccc(O)cc1.CCC. The LUMO energy comes out at 0.864 eV. The value obtained for the HOMO-LUMO gap is 9.38 eV. The calculation puts the relative energy (zero: lowest compared OMol25 entry of this formula, charge and spin) at 354.2 kJ/mol.

Atoms and positions in Å:
C 3.29132 1.79293 -0.28741
C 2.11651 1.07024 0.23197
C 2.11766 0.19655 1.40935
C 1.05554 -0.25964 2.06150
C -0.18738 0.07410 1.58921
O -1.27875 -0.47789 2.31763
C -0.24950 0.87039 0.41578
C 0.87648 1.45999 -0.24791
H 3.43865 1.56684 -1.45572
H 4.18645 1.50520 0.21472
H 3.11783 2.84046 -0.28495
H 3.17362 0.27467 1.92733
H 1.20487 -0.77594 3.03228
H -1.08996 -1.28703 2.72880
H -1.27169 1.03515 0.23050
H 0.79122 2.13813 -0.99339
C -3.37591 -0.88341 -2.03114
C -1.98138 -0.95958 -2.51204
C -1.21424 -2.11643 -1.80994
H -4.08852 -1.84161 -2.16071
H -3.94845 -0.04066 -2.42855
H -3.38387 -0.66260 -0.99515
H -2.04597 -1.00360 -3.79351
H -1.42668 -0.05513 -2.33375
H -1.70655 -3.23805 -1.73860
H -0.50378 -2.30204 -2.65418
H -0.91187 -1.80147 -0.75233

Number 1: strongest force on any atom 1.4 eV Å⁻¹. Number 2: strongest force on any atom 0.9 eV Å⁻¹. Number 3: strongest force on any atom 6.7 eV Å⁻¹.